Here is C4H6O in the gas phase at a distorted geometry from OMol25. Energies are from ωB97M-V/def2-TZVPD.

ORCA input file:
```
! wB97M-V def2-TZVPD RIJCOSX def2/J DEFGRID3
* xyz 0 1
C 1.95648 0.10787 0.55552
C 0.92775 0.64183 0.22009
C -0.38665 0.88421 -0.36525
C -1.04620 -0.51901 -0.27813
O -0.66713 -1.13784 0.92612
H 2.98068 -0.14349 0.65622
H -0.21624 1.24351 -1.38915
H -0.97623 1.64069 0.16283
H -0.74641 -1.11945 -1.15152
H -2.13704 -0.44819 -0.26685
H 0.31098 -1.15012 0.93012
*
```

Results
* LUMO energy: 1.03 eV
* SMILES: C#CCCO
* frontier orbital gap: 0.4064 hartree
* E_tot: -231.161774 Ha
* HOMO: -0.3685 hartree
* largest force on an atom: 0.0207 hartree/bohr
* energy above the lowest of the compared OMol25 structures with the same formula, charge and spin: 162.6 kJ/mol

Atom charges from the Löwdin analysis, given in e for atoms 1 to 2: C 0.1160; C -0.1458


Here is 2 unconnected molecules or ions with the total composition C12H12 at a distorted geometry from OMol25. Energies are from ωB97M-V/def2-TZVPD.

ORCA input file:
```
! wB97M-V def2-TZVPD RIJCOSX def2/J DEFGRID3
* xyz 0 1
C -3.59167 1.85630 -2.32978
C -3.12908 2.27467 -1.09865
C -1.97201 1.71511 -0.54279
C -1.21128 0.75705 -1.23764
C -1.67723 0.33110 -2.49871
C -2.86564 0.85241 -3.04473
H -4.49691 2.26102 -2.80132
H -3.69874 2.99090 -0.49192
H -1.51882 2.12515 0.36941
H -0.25887 0.33272 -0.89347
H -1.04240 -0.41140 -2.99999
H -3.21743 0.55670 -4.04193
C 1.12316 -1.57928 2.36329
C 2.31599 -2.04058 2.99605
C 3.59495 -1.80813 2.41552
C 3.67998 -1.07736 1.21631
C 2.50171 -0.52261 0.66101
C 1.25220 -0.74528 1.25461
H 0.13659 -1.85384 2.75940
H 2.15822 -2.66051 3.88847
H 4.51656 -2.24694 2.82009
H 4.59500 -0.79503 0.67907
H 2.48978 0.03303 -0.28594
H 0.31592 -0.34518 0.84363
*
```

Results
* LUMO energy: 0.95 eV
* SMILES: c1ccccc1.c1ccccc1
* frontier orbital gap: 0.3765 hartree
* E_tot: -464.436241 Ha
* HOMO: -0.3416 hartree
* largest force on an atom: 0.0343 hartree/bohr
* energy above the lowest of the compared OMol25 structures with the same formula, charge and spin: 94.1 kJ/mol

Atom charges from the Löwdin analysis, given in e for atoms 1 to 2: C -0.0976; C -0.1138